# 1
{
  "formula": "C39H78Cl18O8",
  "method": "ωB97M-V/def2-TZVPD",
  "elements": ["C", "C", "Cl", "H", "C", "C", "H", "Cl", "H", "C", "Cl", "C", "O", "H", "H", "H", "H", "H", "H", "H", "C", "C", "H", "C", "Cl", "H", "H", "C", "H", "Cl", "Cl", "C", "H", "Cl", "O", "H", "C", "C", "Cl", "H", "H", "O", "C", "H", "H", "C", "H", "Cl", "C", "H", "C", "H", "H", "Cl", "C", "H", "C", "H", "H", "C", "H", "H", "C", "H", "H", "O", "Cl", "C", "C", "C", "H", "C", "O", "H", "H", "H", "H", "C", "H", "C", "H", "O", "C", "H", "Cl", "H", "H", "O", "H", "H", "H", "H", "H", "Cl", "H", "H", "H", "H", "H", "H", "H", "Cl", "H", "H", "H", "H", "H", "Cl", "C", "H", "Cl", "H", "H", "C", "H", "C", "Cl", "C", "C", "H", "H", "C", "H", "C", "H", "H", "H", "H", "H", "C", "H", "Cl", "H", "C", "H", "C", "O", "H", "H", "H", "H", "C", "H"],
  "xyz": [[6.313, -1.623, -5.345], [-2.710, 1.804, -4.295], [-0.888, 5.583, 4.305], [-3.021, -3.040, 0.412], [-0.809, -0.635, 0.347], [-0.509, 2.472, -5.125], [-1.454, 3.675, 3.059], [0.397, -3.353, 3.319], [-3.014, 2.608, -3.587], [4.737, -1.037, 1.356], [2.483, -1.424, 4.340], [-4.344, -3.027, 2.010], [6.926, -2.000, -3.099], [-2.897, -1.781, -4.029], [5.310, -1.254, -5.355], [2.106, 3.791, 3.974], [1.768, 2.452, -3.523], [0.060, -3.204, -1.992], [-4.093, 2.089, 1.320], [-1.660, -7.495, 0.796], [3.041, 2.022, 5.057], [2.717, 2.012, -3.737], [6.122, -0.100, -2.929], [-9.048, 0.558, 4.117], [3.127, 2.279, -5.532], [-2.212, 1.996, -6.421], [2.361, -3.809, 4.621], [0.498, 3.868, -0.774], [-1.324, 3.608, -2.086], [-9.026, -0.543, 5.490], [-3.554, 4.752, 3.125], [6.519, -2.706, -4.317], [-1.745, 1.978, -0.285], [2.681, 0.300, -3.362], [-4.087, -2.113, 2.769], [0.779, -0.224, -0.984], [-1.544, 2.974, 0.006], [-2.656, -3.747, -2.980], [4.362, 4.309, -1.048], [-0.285, -7.601, -0.319], [5.927, 0.467, 2.504], [5.340, 1.150, 0.703], [-5.697, -3.602, 1.851], [6.749, 0.419, -5.163], [-9.784, 1.353, 4.340], [-1.300, -0.240, 1.736], [-1.472, 4.844, -0.919], [-1.089, -5.533, -0.380], [0.449, 0.064, -0.006], [3.955, -1.417, 1.975], [-4.935, -4.091, -2.598], [-2.350, -0.606, 1.747], [4.104, 2.268, 5.148], [0.719, -3.803, -4.215], [7.224, -0.493, -4.828], [0.113, 2.556, 4.500], [-4.739, -2.992, -3.601], [-5.559, -2.307, -3.581], [2.543, 4.018, 5.633], [-3.142, -3.648, 1.246], [-3.375, -4.675, 1.040], [3.383, 1.273, 0.159], [-3.336, -2.404, -3.223], [-1.772, -3.725, -2.398], [-0.674, -0.805, 2.393], [-1.378, -1.476, -0.368], [-4.507, 0.194, -0.114], [2.080, -3.093, 3.802], [4.296, -0.686, -0.134], [6.118, 3.837, -0.805], [1.276, -0.227, 0.648], [-1.969, 4.219, 3.821], [-0.560, 3.012, 1.081], [-2.303, -3.466, 1.872], [-3.589, 1.257, -4.451], [0.259, 1.167, 0.120], [0.051, 1.872, -5.826], [-1.018, 3.905, -1.050], [1.007, 4.604, -1.374], [-2.006, 2.469, -5.451], [0.228, 3.512, 6.073], [-0.403, 1.752, -3.875], [-0.767, -7.036, 0.422], [0.818, 1.524, 7.288], [-9.478, -0.276, 2.612], [-1.490, 0.070, -4.155], [-4.098, -0.030, 6.243], [-3.611, -4.661, -2.397], [1.092, -2.046, -2.757], [0.648, 0.771, 5.705], [-2.256, 3.643, 4.701], [7.433, -3.169, -4.719], [-2.226, -4.210, -3.920], [6.748, 3.560, -2.430], [-6.399, -3.277, 2.590], [-2.462, 3.524, -5.546], [5.019, -0.988, -0.796], [6.638, 4.669, -0.398], [6.615, -1.922, -6.372], [7.873, -0.358, -2.619], [-5.698, -4.708, 1.858], [-4.726, 2.198, 5.587], [-0.001, 3.443, -4.934], [-4.671, -3.314, -4.615], [-8.041, 0.918, 4.052], [2.654, -3.187, 2.889], [5.785, -3.507, -4.191], [2.304, -3.837, -1.883], [0.913, -3.095, -2.624], [-2.426, 3.326, 0.522], [-2.472, 0.710, 4.554], [8.239, -0.456, -5.208], [-5.306, -3.627, -1.700], [5.121, 0.372, 1.874], [-6.040, -3.313, 0.802], [0.725, 2.828, 5.372], [-6.263, 1.705, 1.712], [0.535, 3.822, 0.774], [2.128, 3.254, 4.960], [0.450, 4.777, 1.373], [4.308, 0.741, 2.510], [-4.659, 1.185, 1.382], [-4.745, 0.055, 4.623], [-1.566, 1.016, -3.658], [-5.704, -4.893, -2.847], [-1.736, 0.771, -2.596], [-4.312, 0.570, 2.157], [-3.345, -1.931, -2.288], [6.155, 2.937, -0.194], [4.313, 0.827, -0.255], [5.587, -1.707, 1.484], [0.410, -6.833, 1.745], [2.819, 1.336, 4.192], [6.991, -0.610, -3.273], [3.289, -1.066, -0.366], [-4.080, 0.542, 5.320], [2.558, 1.359, 6.224], [3.443, 2.507, -3.101], [-1.326, 0.829, 1.892], [1.394, 3.280, 1.101], [0.818, 2.814, -1.054], [1.127, 1.594, 6.234], [4.661, 1.244, -1.189]],
  "lumo_ev": 0.416,
  "homo_lumo_gap_ev": 9.687
}

---

# 2
{
  "formula": "C6H11ClO",
  "method": "ωB97M-V/def2-TZVPD",
  "elements": ["H", "H", "H", "C", "C", "H", "O", "H", "H", "H", "C", "Cl", "C", "H", "H", "C", "H", "C", "H"],
  "xyz": [[1.690, 1.923, -0.972], [-1.218, 0.583, 1.806], [3.170, 0.923, -0.877], [-0.319, 0.806, 1.250], [1.379, -0.064, -0.433], [-2.431, -1.267, 1.078], [-0.591, 1.337, -0.064], [-2.714, 0.067, -0.066], [-0.865, -0.921, -1.542], [1.370, -0.417, -1.472], [-2.341, -0.968, 0.028], [2.221, -1.328, 0.471], [-0.898, -1.056, -0.447], [-2.988, -1.625, -0.569], [0.449, 1.384, 1.775], [2.205, 1.150, -0.396], [2.393, 1.507, 0.621], [-0.030, 0.039, 0.070], [-0.483, -2.074, -0.261]],
  "de_lowest_kj_mol": 92.8,
  "lumo_ev": 0.934,
  "homo_lumo_gap_ev": 11.208
}

---

# 3
{
  "formula": "C24H35N4NiO3PS2",
  "method": "ωB97M-V/def2-TZVPD",
  "elements": ["C", "C", "H", "H", "C", "C", "C", "C", "C", "H", "H", "C", "N", "O", "H", "H", "H", "C", "C", "H", "C", "H", "H", "S", "H", "H", "H", "H", "N", "H", "H", "H", "H", "H", "H", "Ni", "C", "C", "H", "O", "C", "C", "H", "H", "H", "H", "H", "C", "C", "C", "H", "O", "H", "H", "N", "P", "S", "C", "H", "C", "H", "H", "C", "C", "H", "C", "N", "H", "H", "C"],
  "xyz": [[0.152, -2.305, -2.753], [-1.762, -3.822, -2.563], [1.491, -0.260, 4.377], [-4.321, 1.034, 2.666], [-2.718, 4.541, 2.680], [-0.420, -3.905, 1.843], [0.411, 0.641, 1.238], [4.059, -0.011, -0.816], [-4.516, 3.078, 3.322], [-1.925, 4.736, -2.509], [0.132, 4.758, -1.143], [-2.015, 3.503, 2.046], [-0.638, 1.023, 0.386], [1.471, -4.808, 3.329], [-0.520, -3.620, 0.779], [0.897, -5.633, 1.618], [2.083, -3.840, -4.040], [-2.655, 2.250, 2.022], [1.436, -0.228, 3.279], [-0.523, -2.997, 2.433], [2.949, 0.638, -1.380], [0.391, 2.908, -4.671], [3.018, -4.344, 1.050], [-0.711, -0.740, -2.916], [-4.478, 5.169, 3.873], [-2.151, 5.443, 2.837], [0.828, -5.351, 3.772], [-1.258, -4.617, 2.138], [1.552, -2.198, -2.752], [1.794, -4.187, -2.305], [1.778, -1.434, -3.402], [-2.241, -3.415, -1.671], [4.906, -0.730, 0.931], [-2.363, -3.558, -3.441], [-5.299, 2.745, 4.024], [-0.094, 0.841, -1.589], [-3.983, 4.343, 3.274], [-1.959, 3.760, -1.987], [3.554, -0.566, 3.264], [-2.438, -0.305, 1.467], [2.250, -3.447, -3.023], [2.677, -0.286, 2.700], [-0.891, 4.096, -4.496], [-2.869, 3.196, -2.294], [-0.972, 3.612, 1.777], [-0.574, 0.567, 3.121], [5.042, -0.238, -1.356], [0.717, 3.984, -1.694], [0.319, 0.318, 2.606], [2.846, -0.114, 1.286], [-1.308, 2.322, -4.723], [-2.959, 1.389, -0.328], [-2.050, 3.975, -0.907], [1.191, 3.441, -0.858], [-0.359, -3.459, -2.637], [-0.460, 2.888, -2.489], [-2.209, 0.979, 0.840], [3.968, -0.429, 0.507], [2.164, -2.919, 1.842], [0.948, -4.648, 1.990], [1.668, -3.462, 0.254], [3.314, -3.272, -2.885], [-0.628, 3.071, -4.254], [1.698, 0.398, 0.585], [1.441, 4.425, -2.416], [2.055, -3.826, 1.213], [1.759, 0.668, -0.770], [-1.743, -4.895, -2.552], [2.940, 1.077, -2.359], [-3.888, 2.057, 2.608]],
  "de_lowest_kj_mol": 0.0,
  "s_squared": 2.01,
  "lumo_ev": [-0.418, -0.607],
  "spin_multiplicity": 3,
  "homo_lumo_gap_ev": [7.273, 7.039]
}

---

# 4
{
  "formula": "C14H24EuN5O10P2S",
  "method": "ωB97M-V/def2-TZVPD",
  "elements": ["H", "H", "C", "C", "P", "O", "C", "O", "C", "O", "H", "H", "H", "P", "O", "H", "Eu", "N", "C", "C", "H", "O", "H", "C", "H", "C", "H", "H", "O", "H", "H", "C", "H", "C", "H", "C", "H", "N", "H", "O", "H", "N", "H", "C", "N", "H", "O", "O", "H", "C", "N", "H", "O", "H", "S", "H", "C"],
  "xyz": [[-1.103, 2.130, -2.410], [0.372, -0.640, 3.108], [3.484, 1.305, 0.378], [4.091, 1.243, -0.868], [-1.220, 0.783, 2.893], [-2.639, -0.041, 0.051], [0.813, 3.103, -2.926], [1.190, -0.857, 1.810], [-0.974, -3.264, -1.687], [-3.144, -0.731, 3.916], [-3.683, 1.899, 1.954], [-1.508, 1.730, 4.792], [3.675, 0.596, -1.627], [-2.830, -0.904, 1.265], [-4.214, -1.722, 1.167], [-1.991, -3.357, -1.282], [-0.356, -0.678, 0.096], [1.924, 2.241, -3.274], [-3.960, 1.204, 2.744], [-0.016, -3.692, -0.597], [-4.825, -1.291, 0.570], [-1.694, -1.860, 1.504], [0.684, -5.323, 0.381], [4.014, 2.079, 1.400], [2.849, 2.424, -2.923], [5.166, 2.808, 1.156], [-2.552, -1.491, 3.821], [-0.882, -3.978, -2.520], [1.479, 0.470, -0.418], [-3.997, 1.737, 3.693], [-0.344, 0.094, -3.465], [-0.719, -1.796, -2.138], [6.681, 3.317, -0.263], [-2.932, 0.100, 2.802], [-0.966, 2.627, -4.120], [-0.415, 2.230, -3.259], [-4.945, 0.783, 2.542], [2.311, 0.542, 0.583], [5.719, 1.922, -2.063], [0.671, -2.901, 0.049], [-1.575, -1.548, -2.791], [2.213, -0.057, 1.686], [0.846, 4.020, -3.521], [5.776, 2.757, -0.087], [0.083, -5.013, -0.366], [5.588, 3.419, 1.939], [-1.306, 2.020, 3.900], [-0.630, 1.218, 1.605], [3.527, 2.108, 2.362], [1.517, 0.961, -3.467], [0.174, 0.949, -3.596], [-0.482, -5.684, -0.856], [-0.376, -0.280, 3.692], [0.835, 3.369, -1.865], [2.510, -0.329, -3.659], [0.165, -1.861, -2.801], [5.240, 1.976, -1.098]],
  "total_charge": -1,
  "de_lowest_kj_mol": 204.4,
  "s_squared": 15.76,
  "lumo_ev": [2.666, 2.664],
  "spin_multiplicity": 8,
  "homo_lumo_gap_ev": [3.965, 5.901]
}

---

# 5
{
  "formula": "C37H44F3N5O4RuS2",
  "method": "ωB97M-V/def2-TZVPD",
  "elements": ["C", "N", "C", "H", "H", "C", "C", "S", "H", "C", "C", "O", "H", "C", "H", "C", "C", "C", "H", "H", "H", "C", "C", "H", "H", "N", "H", "H", "C", "C", "H", "H", "C", "S", "H", "H", "H", "C", "O", "H", "H", "H", "H", "C", "C", "F", "H", "O", "H", "H", "H", "H", "C", "N", "C", "H", "H", "O", "C", "C", "C", "H", "C", "C", "H", "H", "H", "H", "C", "N", "F", "C", "H", "H", "C", "Ru", "H", "C", "C", "C", "C", "H", "C", "H", "C", "H", "C", "F", "C", "H", "N", "H", "H", "H", "C", "H"],
  "xyz": [[4.212, 0.451, -0.245], [1.887, 0.599, -0.191], [-0.389, 4.028, 1.500], [-0.978, -5.210, 0.706], [1.156, 7.038, 0.788], [0.640, 6.105, 0.551], [1.730, 2.759, 0.917], [-0.597, 2.312, -2.556], [-3.682, 4.438, 1.124], [-5.662, 0.073, 0.720], [2.865, -1.391, -1.247], [0.523, 3.033, -2.017], [5.593, 3.368, 2.791], [-5.873, 0.075, 2.237], [3.445, -3.824, -2.736], [0.374, -3.966, -1.373], [2.425, 1.708, 0.374], [4.946, 2.578, 2.406], [-3.884, -4.174, 1.154], [-5.120, 0.692, 2.729], [-0.684, -6.874, 0.184], [4.815, 2.665, 0.882], [-1.709, 3.722, 1.461], [-5.778, -0.936, 2.639], [5.967, -0.757, 1.561], [-0.532, 1.871, 0.746], [3.791, -1.903, -1.476], [6.898, -1.654, 0.352], [-4.313, -0.435, 0.316], [1.647, -2.071, -1.691], [5.594, -0.592, -1.479], [2.454, -5.253, -2.660], [0.257, 5.339, 1.821], [0.031, -2.161, -3.958], [3.970, 2.669, 2.883], [-5.238, -3.266, 1.811], [5.178, -1.996, 0.592], [-1.809, 2.353, 0.988], [0.899, -3.239, -4.504], [-4.228, 4.933, 3.510], [-4.561, -3.460, -1.173], [6.315, 0.645, -0.475], [-5.542, -4.670, 0.776], [-2.567, -1.680, -0.348], [0.330, 2.849, 1.037], [-0.004, 3.060, -5.005], [5.802, 2.565, 0.425], [-1.842, 3.013, -2.698], [-2.275, -3.749, -0.750], [0.560, -6.034, -1.821], [-0.252, 6.340, -0.032], [5.369, 1.616, 2.699], [-1.774, -2.786, -0.754], [0.321, -1.620, -1.263], [5.562, -0.146, -0.481], [-2.583, 4.487, 3.988], [-0.420, 5.944, 2.429], [-0.762, 0.927, -2.043], [-0.470, -2.812, -1.109], [-2.869, 4.586, 1.840], [2.937, -0.204, -0.609], [3.940, -4.058, -0.253], [-3.973, -1.700, -0.118], [-3.097, 0.311, 0.365], [4.445, 3.655, 0.603], [-6.861, 0.459, 2.505], [-5.807, 1.087, 0.335], [1.149, 5.173, 2.434], [-4.888, -3.807, 0.931], [-2.058, -0.459, -0.046], [1.093, 1.324, -4.327], [-4.870, -2.887, -0.293], [2.305, 3.605, 1.270], [-1.087, -5.439, -1.813], [-0.128, -5.373, -1.291], [-0.104, 0.145, -0.241], [-3.674, 3.258, 3.358], [-2.960, 1.647, 0.804], [3.899, 1.623, 0.328], [2.796, -4.399, -2.070], [-0.095, 1.930, -4.286], [-6.437, -0.539, 0.250], [-0.294, -5.855, 0.153], [1.283, 5.498, -0.087], [-3.373, 4.302, 3.258], [-3.883, 2.166, 1.040], [5.927, -1.203, 0.566], [-0.989, 1.136, -4.891], [1.614, -3.562, -1.699], [0.664, -5.838, 0.675], [0.811, -1.373, -2.707], [2.970, -5.525, -0.223], [-2.581, 5.636, 1.758], [-5.888, -2.547, -0.501], [3.593, -4.895, -0.861], [4.462, -5.478, -1.172]],
  "total_charge": -1,
  "de_lowest_kj_mol": 387.4,
  "s_squared": 0.76,
  "lumo_ev": [1.965, 1.887],
  "spin_multiplicity": 2,
  "homo_lumo_gap_ev": [5.606, 5.524]
}

---

# 6
{
  "formula": "C11H40N20O13",
  "method": "ωB97M-V/def2-TZVPD",
  "elements": ["H", "H", "H", "H", "C", "H", "H", "N", "C", "H", "H", "O", "O", "H", "O", "H", "C", "H", "H", "H", "N", "H", "C", "C", "H", "H", "N", "C", "H", "H", "O", "H", "H", "O", "N", "N", "H", "H", "N", "O", "O", "N", "N", "N", "O", "N", "H", "H", "H", "C", "H", "N", "N", "C", "H", "H", "N", "O", "H", "O", "N", "N", "H", "N", "O", "N", "H", "H", "C", "H", "N", "H", "N", "H", "H", "H", "N", "C", "H", "C", "H", "H", "O", "O"],
  "xyz": [[5.751, 0.698, -0.400], [1.624, 0.430, -3.988], [-4.618, -1.149, -0.895], [-1.727, -0.502, -5.837], [0.020, 0.194, -5.179], [-4.494, 2.280, 2.641], [-0.309, 1.755, 4.229], [3.395, -1.105, -1.351], [0.435, 3.967, -2.000], [-2.171, -2.583, -2.805], [1.271, -3.614, 0.193], [3.407, -4.489, 1.096], [-4.436, -0.038, 3.906], [3.004, 2.796, 1.119], [-1.363, 4.033, 4.051], [-2.968, -0.670, -0.579], [-3.862, 0.356, 2.916], [3.386, -1.843, -2.040], [-2.922, 1.798, -2.963], [-0.849, 4.515, -0.816], [-3.868, -0.491, -0.996], [1.736, 1.579, 1.032], [-0.897, -2.859, 3.266], [4.577, -0.484, -1.444], [-1.390, 2.781, 1.183], [-2.016, -3.889, 1.940], [4.831, 0.289, -0.396], [-0.354, 0.376, -0.081], [-2.712, -0.069, 1.298], [1.838, 2.783, -2.983], [0.697, 5.062, -2.492], [-1.297, -2.206, 1.570], [1.156, -2.260, 1.268], [3.882, 1.649, 3.290], [-0.758, 3.693, -1.400], [0.618, 0.372, -3.981], [2.720, -1.714, 2.186], [4.397, -2.358, 2.047], [-1.323, 3.568, 1.829], [-0.490, -4.421, -3.152], [-4.837, 0.235, -2.784], [1.638, -3.097, 0.975], [-2.929, 1.263, -2.111], [-0.602, 2.062, 3.320], [-1.118, -3.530, 4.290], [2.033, 0.380, 2.885], [-0.041, -1.240, 2.384], [-3.452, 1.588, 1.500], [-2.689, -1.302, 2.541], [2.979, 1.317, 2.548], [4.150, 0.566, 0.293], [0.812, -2.798, -2.124], [3.396, -2.446, 2.028], [-3.925, 0.419, -1.995], [0.227, 0.283, -3.048], [1.992, -0.156, 3.735], [-1.454, -3.066, 2.071], [-1.159, 1.310, 0.297], [1.624, -3.379, -1.996], [0.391, -0.264, 0.746], [2.576, 1.949, 1.451], [-1.264, -0.082, -5.049], [0.630, -1.940, -1.623], [1.069, 2.869, -2.341], [0.617, 0.086, -6.236], [-4.161, 1.436, 2.201], [-0.702, 1.455, 2.517], [-0.815, 2.746, -1.038], [2.816, -3.460, 1.462], [-1.016, -1.440, -2.155], [-2.950, -0.384, 2.221], [2.961, -1.241, -0.452], [-0.165, -1.743, 3.256], [-2.143, 1.114, -1.482], [-1.743, 4.473, 1.698], [0.220, -1.319, 4.082], [-1.222, -2.342, -2.562], [-1.080, 3.285, 3.107], [-1.597, -0.187, -4.105], [-0.316, -3.287, -2.680], [0.845, 2.047, -1.799], [1.278, 0.173, 2.217], [-0.258, 0.065, -1.283], [5.470, -0.651, -2.243]],
  "total_charge": -2,
  "de_lowest_kj_mol": 266.7,
  "lumo_ev": 4.179,
  "homo_lumo_gap_ev": 9.362
}

---

Calculated calculated total energy, -283487.0874; -20969.4764; -109560.0623; -91580.8849; -87130.4390; -68489.2541 eV (same order as the records).